(1)
C5H3Cl3N2O | ωB97M-V with the def2-TZVPD basis set

```
! RIJCOSX wB97M-V def2-TZVPD def2/J DEFGRID3
* xyz 0 1
C 1.695 -0.385 -1.228
C 0.955 0.401 -0.353
C -0.291 -0.397 -1.955
C -1.514 0.927 -0.384
C -0.467 -0.216 2.578
N 0.854 -0.812 -2.235
N -0.342 0.413 -0.854
O -2.569 1.111 -0.952
Cl -1.980 -0.823 2.995
Cl 0.806 -1.453 2.431
Cl 0.024 1.226 3.335
H 2.745 -0.593 -1.238
H 1.203 1.047 0.486
H -1.119 -0.447 -2.627
*
```

Computed properties:
- total energy (a.u.) = -1757.52362
- LUMO (spin up / spin down) (eV) = -0.80 / -1.20
- HOMO energy (spin up / spin down) (eV) = -9.04 / -9.13

(2)
H18O9 | ωB97M-V with the def2-TZVPD basis set

```
! RIJCOSX wB97M-V def2-TZVPD def2/J DEFGRID3
* xyz 0 1
H 1.330 1.044 -1.015
H -0.174 0.969 -0.808
H -2.689 -0.736 2.757
H -1.786 -0.950 1.553
H -2.903 -1.276 -2.198
H -2.605 -2.351 -1.166
H 2.834 1.134 -1.838
H 3.944 1.990 -1.249
H -0.310 3.387 1.835
H -0.991 2.194 1.184
H 1.688 -1.669 2.072
H 2.780 -2.548 2.659
H 2.095 2.746 0.063
H 1.123 3.718 -0.587
H -3.714 -0.237 -0.817
H -5.190 0.109 -0.705
H 3.863 -4.053 -1.565
H 3.509 -2.702 -0.966
O 0.605 0.415 -0.932
O -2.210 -0.257 2.072
O -3.271 -1.700 -1.415
O 3.144 1.510 -1.006
O -0.996 3.158 1.198
O 2.044 -1.979 2.912
O 1.718 2.988 -0.791
O -4.594 -0.613 -0.933
O 3.209 -3.617 -1.007
*
```

Computed properties:
- total energy (a.u.) = -687.79276
- LUMO (eV) = 0.13
- ΔE to the lowest compared entry with this formula, charge and spin (kcal/mol) = 146.2
- HOMO energy (eV) = -10.40

(3)
C30H25BeN5O2S2 | ωB97M-V with the def2-TZVPD basis set

```
! RIJCOSX wB97M-V def2-TZVPD def2/J DEFGRID3
* xyz 2 1
Be 0.409 -0.215 0.467
O 3.599 2.478 6.116
N 3.447 1.443 5.518
O 3.858 0.344 5.850
C 2.659 1.491 4.268
C 1.663 2.403 4.203
C 0.778 2.454 3.082
C -0.271 3.381 2.929
C -1.053 3.315 1.800
C -0.835 2.306 0.858
N 0.121 1.398 0.997
C 0.936 1.497 2.081
C 1.996 0.548 2.152
N 2.030 -0.332 1.123
C 3.049 -1.170 1.046
C 4.042 -1.211 2.023
C 3.973 -0.378 3.118
C 2.910 0.544 3.212
H 1.523 3.098 5.022
H -0.448 4.135 3.686
H -1.857 4.017 1.632
H -1.449 2.234 -0.031
H 3.088 -1.810 0.173
H 4.868 -1.901 1.919
H 4.728 -0.436 3.886
S 0.257 -1.553 -1.159
C 0.316 -2.892 -0.106
N 0.966 -3.993 -0.409
C 0.988 -5.111 0.537
C -0.352 -5.244 1.209
N -0.728 -3.965 1.811
C -1.421 -4.044 3.102
C -0.461 -4.342 4.244
C 0.651 -3.535 4.489
C 1.522 -3.831 5.525
C 1.288 -4.935 6.334
C 0.178 -5.731 6.107
C -0.689 -5.441 5.062
C -0.410 -2.839 1.213
S -0.849 -1.327 1.828
C 1.803 -4.165 -1.601
C 1.407 -5.381 -2.406
C 0.086 -5.561 -2.806
C -0.253 -6.638 -3.609
C 0.724 -7.532 -4.022
C 2.039 -7.360 -3.617
C 2.380 -6.290 -2.802
H 1.780 -4.938 1.273
H 1.217 -6.020 -0.015
H -0.290 -5.986 2.002
H -1.114 -5.559 0.490
H -2.140 -4.860 3.031
H -1.967 -3.118 3.269
H 0.829 -2.659 3.880
H 2.378 -3.197 5.714
H 1.970 -5.169 7.140
H -0.018 -6.584 6.744
H -1.556 -6.072 4.901
H 2.838 -4.289 -1.264
H 1.736 -3.273 -2.215
H -0.676 -4.852 -2.497
H -1.279 -6.767 -3.927
H 0.463 -8.355 -4.674
H 2.806 -8.052 -3.938
H 3.409 -6.161 -2.486
*
```

Computed properties:
- total energy (a.u.) = -2393.15604
- LUMO (eV) = -7.23
- HOMO energy (eV) = -14.10

(4)
C45H26BrF4N3O2PPdS4 | ωB97M-V with the def2-TZVPD basis set

```
! RIJCOSX wB97M-V def2-TZVPD def2/J DEFGRID3
* xyz 3 5
Pd -0.228 0.819 -0.511
S -3.753 7.155 0.847
C -3.074 8.405 -0.055
C -2.022 7.992 -0.891
C -1.774 6.649 -0.773
C -2.645 6.003 0.145
C -2.704 4.618 0.469
C -1.677 3.728 0.031
N -1.729 2.440 0.241
C -2.782 1.908 0.919
C -3.807 2.706 1.465
C -4.856 2.088 2.237
C -4.865 0.758 2.434
C -3.845 -0.085 1.863
C -3.838 -1.474 2.034
C -2.859 -2.254 1.446
C -1.887 -1.569 0.673
N -1.871 -0.269 0.508
C -2.826 0.496 1.093
C -2.799 -3.698 1.577
C -3.565 -4.512 2.369
C -3.240 -5.881 2.245
C -2.230 -6.091 1.357
S -1.675 -4.641 0.666
C -3.758 4.067 1.213
H -3.450 9.416 0.048
H -1.485 8.667 -1.542
H -1.006 6.133 -1.332
H -0.776 4.110 -0.434
H -5.630 2.718 2.660
H -5.647 0.293 3.022
H -4.621 -1.933 2.625
H -1.118 -2.128 0.155
H -4.340 -4.150 3.034
H -3.728 -6.679 2.786
H -1.795 -7.036 1.065
H -4.553 4.701 1.592
F 3.525 1.214 -6.513
C 2.967 0.736 -5.426
C 3.300 -0.521 -4.963
F 4.180 -1.252 -5.614
C 2.701 -1.005 -3.812
F 3.047 -2.225 -3.412
C 1.778 -0.265 -3.087
P 1.058 -0.969 -1.569
C -0.030 -2.287 -2.165
C 0.387 -3.611 -2.296
C -0.473 -4.553 -2.845
C -1.740 -4.181 -3.269
C -2.162 -2.862 -3.139
C -1.312 -1.919 -2.584
C 2.377 -1.698 -0.593
C 3.701 -1.279 -0.693
C 4.669 -1.861 0.109
C 4.321 -2.853 1.018
C 2.997 -3.255 1.139
C 2.024 -2.675 0.339
C 1.446 0.989 -3.595
Br 0.093 2.083 -2.834
C 2.027 1.489 -4.739
F 1.695 2.683 -5.210
H 1.383 -3.907 -1.990
H -0.144 -5.579 -2.952
H -2.399 -4.917 -3.710
H -3.150 -2.572 -3.476
H -1.649 -0.894 -2.479
H 3.977 -0.498 -1.392
H 5.702 -1.548 0.015
H 5.086 -3.322 1.624
H 2.728 -4.032 1.844
H 0.995 -3.006 0.428
O 1.411 3.157 0.817
S 2.059 1.880 0.815
O 2.566 1.413 -0.449
N 0.947 0.755 1.402
C 1.468 0.083 2.388
S 0.593 -1.144 3.180
C 2.820 0.510 2.814
C 3.617 -0.016 3.814
C 4.870 0.553 4.017
C 5.306 1.618 3.235
C 4.506 2.151 2.226
C 3.267 1.581 2.049
H 3.280 -0.847 4.424
H 5.512 0.165 4.796
H 6.285 2.043 3.412
H 4.845 2.980 1.618
*
```

Computed properties:
- total energy (a.u.) = -7079.67684
- LUMO (spin up / spin down) (eV) = -8.66 / -10.98
- ΔE to the lowest compared entry with this formula, charge and spin (kcal/mol) = 0.0
- HOMO energy (spin up / spin down) (eV) = -15.03 / -15.03

(5)
C2H5PS | ωB97M-V with the def2-TZVPD basis set

```
! RIJCOSX wB97M-V def2-TZVPD def2/J DEFGRID3
* xyz 0 1
C 0.879 0.674 0.477
C -0.202 1.212 -0.653
P -1.115 -0.146 -1.348
S -0.448 1.703 1.066
H 0.809 -0.402 0.652
H 1.803 1.136 0.312
H -0.076 2.083 -1.377
H -2.243 0.571 -1.860
H -1.680 -0.457 -0.139
*
```

Computed properties:
- total energy (a.u.) = -818.67174
- LUMO (eV) = 0.92
- ΔE to the lowest compared entry with this formula, charge and spin (kcal/mol) = 16.4
- HOMO energy (eV) = -8.69

(6)
C5H29NO10 | ωB97M-V with the def2-TZVPD basis set

```
! RIJCOSX wB97M-V def2-TZVPD def2/J DEFGRID3
* xyz 1 2
C -0.142 0.444 3.129
N 0.551 0.792 1.827
C 0.719 -0.528 1.133
C 0.073 -0.386 -0.222
C 0.813 0.626 -1.139
O -0.037 -1.726 -0.878
C 2.298 -0.920 1.132
O 2.421 -2.293 0.985
H 0.525 0.589 4.019
H -0.749 -0.481 3.392
H -0.975 1.136 3.308
H 0.066 1.564 1.274
H 0.307 -1.269 1.801
H -1.093 -0.242 -0.125
H 1.859 0.810 -0.945
H 0.332 1.702 -1.262
H 0.725 0.417 -2.229
H 0.844 -1.813 -1.409
H 2.725 -0.417 0.243
H 2.657 -0.584 2.142
H 2.249 -2.714 0.130
H -1.000 -2.175 -3.381
H -1.275 -1.597 -1.874
O -1.643 -1.795 -2.803
H -3.720 1.989 -2.125
H -2.856 1.737 -3.438
O -2.900 2.257 -2.609
H 3.379 1.224 0.813
H 4.698 1.248 1.304
O 4.338 1.326 0.390
H -3.261 -2.041 -0.131
H -3.556 -1.666 -1.627
O -3.925 -1.630 -0.683
H -1.787 2.693 -1.086
H -2.575 1.693 -0.500
O -1.658 1.929 -0.377
H -3.877 0.161 -0.380
H -5.335 0.531 -0.336
O -4.486 0.914 -0.752
H 2.604 -2.815 -3.266
H 2.827 -1.245 -2.609
O 2.356 -2.030 -2.609
H 2.536 1.061 4.571
H 2.053 1.837 3.374
O 2.893 1.689 3.830
*
```

Computed properties:
- total energy (a.u.) = -1014.58955
- LUMO (spin up / spin down) (eV) = -2.75 / -8.16
- ΔE to the lowest compared entry with this formula, charge and spin (kcal/mol) = 110.2
- HOMO energy (spin up / spin down) (eV) = -13.61 / -13.60